The following is a quantum chemistry calculation of 4 unconnected molecules or ions with the total composition C37H70INO13P3S4, from OMol25.

Calculated values
Kohn-Sham gap (eV): 7.0
LUMO level (Eh): -0.143
E_HOMO (eV): -10.94
Charge: +1
Electronic energy (eV): -146896.4565

Last column: Mulliken charge in e.
Geometry (Å):
C (0.1556, 0.3841, 6.0691)  -0.8371
C (-0.4743, 1.1736, 5.0648)  0.1266
C (-1.1834, 2.0252, 3.8091)  -0.8614
C (-0.5952, 1.5321, 2.3207)  0.1534
P (-2.0190, 2.1777, 1.1562)  0.1373
S (-3.7556, 1.3848, 1.4737)  -0.2704
C (-0.5638, -0.1178, 2.6191)  -0.2582
C (-1.8183, -1.1146, 2.9569)  -0.7165
C (-1.5378, -2.2630, 4.0897)  0.4066
P (-3.2331, -3.1966, 4.3198)  0.8102
O (-3.0419, -4.6347, 4.9955)  -0.7459
O (-4.3902, -2.1782, 5.1317)  -0.3760
C (-4.4246, -2.4956, 6.5692)  -0.3944
C (-2.9965, -2.1274, 7.3472)  -0.6471
O (-3.7882, -3.5297, 2.6754)  -0.3794
C (-4.8152, -2.5605, 2.2592)  0.1915
C (-4.8818, -2.5482, 0.5900)  -0.9649
N (0.7546, -0.4819, 2.5412)  0.6163
C (1.4781, -1.8019, 2.6717)  -0.4401
C (1.8496, -2.0798, 4.2780)  -0.0782
C (1.5778, -3.3545, 4.9967)  -0.7249
C (1.7516, 0.6436, 2.1910)  -1.2881
O (2.9321, 0.7179, 3.1154)  -0.4881
C (0.9371, 2.0762, 1.9027)  2.2149
C (1.4709, 3.1668, 3.0021)  -1.4063
C (2.8893, 3.9059, 2.6690)  0.3517
C (3.3703, 4.6867, 4.0680)  -0.9427
I (5.5558, 5.0766, 3.9204)  -0.0460
C (1.1545, 2.7646, 0.4355)  -0.6944
C (2.6126, 2.3887, -0.2949)  -0.3745
P (2.3134, 1.0280, -1.6278)  0.6262
O (1.0671, 0.1178, -1.2609)  -0.4373
O (2.0993, 1.8855, -3.1534)  -0.4518
C (0.6964, 1.8395, -3.5983)  0.0777
C (0.4472, 0.4243, -4.4056)  -0.5592
O (3.6833, -0.0310, -1.8587)  -0.4300
C (3.3094, -1.4510, -1.7479)  0.4922
C (4.6044, -2.3878, -2.2320)  -0.9808
H (0.3545, -0.1066, 7.1349)  0.3524
H (-2.3398, 1.7531, 3.9349)  0.6068
H (-1.1314, 3.1858, 3.9597)  0.5287
H (-2.1337, 3.6406, 1.2052)  0.1767
H (-1.7181, 1.8932, -0.2554)  0.0692
H (-2.1766, -1.6064, 1.9585)  0.2554
H (-2.6724, -0.4217, 3.4234)  0.3026
H (-1.2084, -1.8641, 5.1389)  -0.2073
H (-0.8242, -3.0591, 3.6132)  0.1086
H (-4.7303, -3.6275, 6.7224)  0.3266
H (-5.2513, -1.8585, 7.1201)  0.3232
H (-3.1912, -2.0967, 8.5232)  0.3801
H (-2.1520, -2.9195, 7.1124)  0.1594
H (-2.6762, -1.0703, 6.9269)  0.1407
H (-4.5732, -1.4401, 2.5619)  0.0257
H (-5.8958, -2.8105, 2.6573)  0.3737
H (-3.9412, -1.9864, 0.1162)  0.1337
H (-4.9550, -3.6351, 0.1581)  0.2788
H (-5.8391, -1.9578, 0.1951)  0.2732
H (2.5112, -1.8593, 2.1110)  0.2622
H (0.8433, -2.7219, 2.2501)  0.5053
H (2.3973, -1.1978, 4.8402)  0.3294
H (0.8651, -3.2707, 5.9501)  0.1285
H (2.0422, -4.4043, 4.7597)  0.2843
H (2.2783, 0.1265, 1.2513)  0.0286
H (3.7223, 0.7411, 2.4680)  0.4647
H (1.5980, 2.7284, 4.1039)  0.0704
H (0.6490, 4.0324, 3.0358)  0.3747
H (2.7616, 4.7153, 1.8009)  -0.1617
H (3.7644, 3.1396, 2.4233)  0.3141
H (2.7462, 5.6834, 4.2512)  0.4054
H (3.2574, 3.9772, 5.0170)  0.5007
H (0.3660, 2.4870, -0.3828)  -0.2473
H (1.1463, 3.9572, 0.4950)  0.3906
H (2.9762, 3.3773, -0.8423)  0.4575
H (3.4283, 2.0994, 0.4931)  0.2678
H (-0.0587, 2.0261, -2.7110)  -0.1125
H (0.5414, 2.7178, -4.3780)  0.3554
H (0.3310, 0.6728, -5.5526)  0.2779
H (-0.5526, -0.1193, -4.0513)  0.1777
H (1.3066, -0.3818, -4.2145)  0.1302
H (2.4235, -1.7679, -2.4627)  0.1300
H (3.0200, -1.6855, -0.6214)  -0.2169
H (5.6420, -1.8530, -2.0355)  0.2740
H (4.4507, -2.6251, -3.3698)  0.2681
H (4.5552, -3.4093, -1.6243)  0.3090
C (-3.7609, -6.2431, -3.3689)  -0.8442
C (-3.9209, -5.4609, -4.6716)  0.0344
C (-4.6643, -4.1676, -4.3416)  -0.8184
S (-4.2726, -3.7861, -2.6408)  1.2410
O (-5.4841, -3.8895, -1.8548)  -0.7003
O (-3.4185, -2.6160, -2.5990)  -0.6682
C (-3.2781, -5.2335, -2.3382)  -0.6960
H (-3.0576, -7.0739, -3.4778)  0.3968
H (-4.7299, -6.6566, -3.0646)  0.3298
H (-2.9304, -5.2235, -5.0785)  -0.2656
H (-4.4562, -6.0416, -5.4293)  0.4366
H (-4.3414, -3.3432, -4.9824)  0.3471
H (-5.7473, -4.2976, -4.4191)  0.3483
H (-3.4136, -5.5716, -1.3094)  0.4021
H (-2.2323, -4.9632, -2.5116)  0.4160
C (4.7349, 9.1197, -0.5900)  -0.5893
C (5.3321, 7.8486, 0.0119)  -0.8277
C (4.4104, 7.4010, 1.1452)  0.0837
S (2.7780, 7.9926, 0.7249)  1.0858
O (2.3824, 8.9858, 1.7012)  -0.6597
O (1.9356, 6.8644, 0.3813)  -0.5816
C (3.2523, 8.8319, -0.7739)  -0.7013
H (5.2135, 9.3841, -1.5375)  0.3578
H (4.8716, 9.9572, 0.1044)  0.2978
H (5.3777, 7.0677, -0.7568)  0.2836
H (6.3519, 8.0127, 0.3738)  0.3502
H (4.3890, 6.3124, 1.2400)  -0.2078
H (4.6996, 7.8524, 2.0982)  0.3962
H (2.6522, 9.7342, -0.9029)  0.3922
H (3.0851, 8.1452, -1.6091)  0.3239
C (-0.4442, -2.6445, -8.7801)  -0.7137
C (-0.4101, -1.8551, -7.4724)  -0.5511
C (-0.9639, -2.7620, -6.3746)  -0.2817
S (-0.6132, -4.4373, -6.8864)  1.2267
O (-1.8679, -5.1129, -7.1425)  -0.6248
O (0.4064, -4.9966, -6.0215)  -0.7115
C (0.1296, -4.0144, -8.4500)  -0.7237
H (0.1285, -2.1484, -9.5691)  0.3612
H (-1.4804, -2.7444, -9.1248)  0.3169
H (0.6260, -1.5825, -7.2379)  0.2395
H (-0.9852, -0.9267, -7.5450)  0.3516
H (-0.4835, -2.5680, -5.4123)  0.3430
H (-2.0480, -2.6570, -6.2778)  0.0495
H (-0.1127, -4.7729, -9.1963)  0.4229
H (1.2126, -3.9627, -8.3029)  0.3451